1.
Molecular formula: C32H31N4O7PPdS2
Method: DFT, ωB97M-V/def2-TZVPD

```
! wB97M-V def2-TZVPD RIJCOSX def2/J DEFGRID3
* xyz -2 1
Pd -0.2866 -0.0285 0.1921
O 0.2068 -2.4459 0.3355
S -0.0819 -2.7839 -1.0597
O -0.4524 -4.1777 -1.2561
O -0.9534 -1.8447 -1.7398
C 1.5183 -2.5972 -1.8804
C 2.0313 -3.7282 -2.5070
C 3.2438 -3.6855 -3.1762
C 3.9606 -2.5003 -3.2195
C 3.4555 -1.3793 -2.5860
C 2.2366 -1.3947 -1.9079
P 1.6811 0.1488 -1.0126
C 3.1130 0.2560 0.1583
C 2.8618 -0.1764 1.4583
C 3.8743 -0.1794 2.4057
C 5.1468 0.2627 2.0754
C 5.4028 0.7126 0.7860
C 4.3927 0.7056 -0.1629
C 2.1338 1.4173 -2.2529
C 1.8834 1.2269 -3.6131
C 2.0348 2.2654 -4.5176
C 2.4372 3.5208 -4.0835
C 2.6747 3.7289 -2.7307
C 2.5126 2.6926 -1.8275
H 1.4457 -4.6336 -2.4557
H 3.6279 -4.5762 -3.6626
H 4.9111 -2.4481 -3.7365
H 4.0258 -0.4592 -2.6185
H 1.8474 -0.4753 1.7306
H 3.6536 -0.5046 3.4146
H 5.9318 0.2737 2.8219
H 6.3882 1.0756 0.5197
H 4.6061 1.0722 -1.1604
H 1.5505 0.2585 -3.9616
H 1.8274 2.0944 -5.5667
H 2.5527 4.3329 -4.7903
H 2.9733 4.7079 -2.3742
H 2.6822 2.8709 -0.7726
N -3.8684 0.9730 -2.3947
C -2.8115 1.6462 -1.7983
C -2.3869 1.2779 -0.5109
N -1.3109 1.8332 0.0641
C -0.7339 2.8305 -0.6623
C -1.2024 3.2069 -1.8849
N -2.2557 2.6200 -2.4951
H -4.4469 0.4336 -1.7723
H -4.3666 1.5291 -3.0710
H -2.9425 0.5643 0.0938
H 0.1240 3.3123 -0.2140
H -0.7261 4.0192 -2.4209
C -4.1171 5.6177 2.1446
C -3.0332 4.9891 2.9791
C -2.2208 3.9932 2.4510
C -1.2273 3.3946 3.2146
C -1.0512 3.8062 4.5288
C -1.8604 4.7900 5.0804
C -2.8413 5.3797 4.3026
S 0.2423 3.0843 5.5156
O -0.0967 3.3508 6.8931
O 1.4980 3.5449 4.9901
N 0.1604 1.5006 5.2538
C -1.0801 0.8213 5.6152
C -1.1737 -0.4416 4.7748
C -1.1301 -0.1043 3.2705
O -2.0956 -0.4148 2.5723
O -0.0770 0.4924 2.9027
H -4.0692 5.2641 1.1166
H -4.0276 6.7062 2.1367
H -5.1061 5.3722 2.5387
H -2.3624 3.6583 1.4325
H -0.6366 2.5942 2.7822
H -1.7132 5.0726 6.1122
H -3.4743 6.1496 4.7303
H 0.4110 1.2296 4.2739
H -1.9519 1.4606 5.4132
H -1.0660 0.6010 6.6856
H -2.1022 -0.9650 5.0023
H -0.3325 -1.0980 5.0099
*
```

As for the HOMO-LUMO gap (spin up / spin down): 4.96 / 4.96 eV. The calculation puts the energy relative to the best compared isomer or geometry (same formula, charge and spin) at 51.6 kcal/mol. The value obtained for the highest occupied orbital energy (spin up / spin down) is -0.0225 / -0.0225 Eh.

***

2.
Molecular formula: C32H32AgF6N4O3SeSi
Method: DFT, ωB97M-V/def2-TZVPD

```
! wB97M-V def2-TZVPD RIJCOSX def2/J DEFGRID3
* xyz -1 1
Ag 2.2292 -1.3818 1.0610
F -1.2122 1.8335 2.9689
C -0.3496 1.9154 1.9363
C 1.0037 1.8667 2.1553
C 1.8784 1.9278 1.0703
C 3.3188 1.6077 1.2690
O 3.8514 1.6890 2.3619
C 3.9693 1.1411 0.0396
C 3.4653 1.5163 -1.1439
N 2.2418 2.1550 -1.2998
C 1.7106 2.3008 -2.6223
C 1.2437 3.6646 -3.0453
C 2.5186 3.0843 -3.6005
C 1.3757 2.1159 -0.2234
C -0.0036 2.1507 -0.4175
C -0.8701 1.9880 0.6459
N -2.2638 1.7559 0.4369
C -2.6176 0.6902 -0.4709
C -2.7905 1.1305 -1.9212
N -3.6889 2.3502 -1.9488
C -3.1897 3.4572 -1.0549
C -3.1242 2.9018 0.3658
C 5.0311 0.0383 0.0526
O 6.1612 0.2665 -0.3784
O 4.5267 -1.0509 0.4518
H 1.4011 1.6845 3.1468
H 3.9709 1.2733 -2.0696
H 1.1696 1.4399 -3.0056
H 1.3365 4.4591 -2.3170
H 0.3824 3.7279 -3.6995
H 3.4485 3.5041 -3.2430
H 2.5291 2.7362 -4.6235
H -0.3744 2.1828 -1.4298
H -3.5568 0.2280 -0.1332
H -1.8407 -0.0745 -0.4387
H -3.2706 0.3604 -2.5238
H -1.8515 1.4074 -2.3943
H -4.6169 2.0710 -1.6230
H -3.7928 2.6831 -2.9051
H -3.8733 4.2993 -1.1619
H -2.1956 3.7293 -1.4095
H -4.1404 2.6317 0.6903
H -2.7625 3.6788 1.0373
F -2.4268 -4.0556 5.9408
C -1.3405 -3.4387 5.4462
C -0.3371 -4.1641 4.8327
F -0.4501 -5.4994 4.7421
C 0.7781 -3.5159 4.3311
F 1.7190 -4.2890 3.7767
C 0.9415 -2.1342 4.3851
Se 2.4537 -1.2317 3.6629
C -0.0853 -1.4450 5.0283
F -0.0442 -0.1089 5.1351
C -1.2043 -2.0676 5.5493
F -2.1799 -1.3506 6.1341
C -2.1776 -2.9808 -0.6735
Si -0.6797 -2.4670 0.3870
C -1.3456 -1.5973 1.9127
C 0.0680 -4.1063 0.9095
N 0.4725 -1.4884 -0.4039
C 0.6740 -1.2397 -1.7184
C 1.9881 -1.1439 -2.2534
C 2.2219 -0.8929 -3.5899
C 1.1754 -0.6964 -4.4932
C -0.1222 -0.7781 -4.0053
C -0.3711 -1.0351 -2.6639
H -2.7519 -3.7210 -0.1072
H -1.8538 -3.4532 -1.6044
H -2.8661 -2.1690 -0.9301
H -1.7637 -2.3123 2.6269
H -2.1231 -0.8599 1.6950
H -0.5205 -1.0737 2.4012
H -0.6278 -4.6995 1.5111
H 0.9786 -3.9591 1.4932
H 0.3355 -4.6877 0.0222
H 2.8216 -1.2985 -1.5733
H 3.2482 -0.8501 -3.9391
H 1.3712 -0.5101 -5.5417
H -0.9608 -0.6607 -4.6876
H -1.3929 -1.1551 -2.3232
*
```

As for the HOMO-LUMO gap: 4.27 eV. The calculation puts the energy relative to the best compared isomer or geometry (same formula, charge and spin) at 0.0 kcal/mol. The value obtained for the highest occupied orbital energy is -0.1479 Eh.

***

3.
Molecular formula: C32H32BF3N4O
Method: DFT, ωB97M-V/def2-TZVPD

```
! wB97M-V def2-TZVPD RIJCOSX def2/J DEFGRID3
* xyz 0 1
C 2.3468 -4.5100 1.5362
N 1.8173 -3.6203 0.5289
C 2.3399 -3.5717 -0.7301
O 3.2974 -4.2275 -1.1336
C 1.5167 -2.5641 -1.5311
C 0.8229 -3.1995 -2.7398
C 1.7962 -3.7736 -3.7458
C 1.7719 -5.1376 -4.0552
C 2.7400 -5.6778 -4.9039
C 3.7046 -4.8436 -5.4840
C 3.6848 -3.4674 -5.2249
C 2.7230 -2.9303 -4.3639
N 0.5955 -2.0359 -0.5199
C -0.2303 -1.0032 -0.7819
C -1.1161 -0.4775 0.1524
C -1.9084 0.6562 -0.0001
C -2.9011 1.0431 0.9640
C -3.8706 2.0241 0.6413
C -4.8054 2.4393 1.5727
C -4.8157 1.8861 2.8619
C -5.7466 2.3426 3.8492
N -6.4975 2.7239 4.6620
C -3.9042 0.8783 3.1850
C -2.9772 0.4431 2.2510
C 0.7276 -2.6942 0.7974
C -0.5229 -3.5009 1.1853
C 1.1505 -1.7224 1.9083
H 3.1573 -5.0992 1.1004
H 2.7325 -3.9401 2.3910
H 1.5613 -5.1864 1.8966
H 2.1837 -1.7554 -1.8759
H 0.1548 -3.9921 -2.3718
H 0.1947 -2.4271 -3.2108
H 1.0126 -5.7706 -3.5893
H 2.7471 -6.7513 -5.0989
H 4.4607 -5.2630 -6.1501
H 4.4238 -2.8065 -5.6791
H 2.6961 -1.8598 -4.1436
H -0.1980 -0.6039 -1.7995
H -1.2121 -1.0210 1.0897
H -1.8532 1.2265 -0.9324
H -3.8826 2.4230 -0.3742
H -5.5424 3.1997 1.3168
H -3.9238 0.4321 4.1796
H -2.3145 -0.3785 2.5229
H -0.6896 -4.2933 0.4421
H -0.3651 -3.9573 2.1708
H -1.4173 -2.8765 1.2264
H 2.1181 -1.2738 1.6457
H 0.4271 -0.9169 2.0452
H 1.2409 -2.2722 2.8527
C 0.3972 6.2380 -0.6202
N 0.2079 4.9878 0.0751
C 0.3536 3.7177 -0.4447
B 0.8079 3.5681 -2.0030
F 0.9418 2.2032 -2.2798
F -0.2519 4.1655 -2.7100
F 2.0270 4.2592 -2.1057
C 0.0758 2.7871 0.5373
C -0.2299 3.5084 1.7414
C -0.1527 4.8939 1.4103
C -0.3723 5.9055 2.3333
C -0.6909 5.5215 3.6425
C -0.7614 4.1588 3.9944
C -0.5234 3.1461 3.0572
H 0.1917 7.0431 0.0871
H 1.4208 6.3358 -0.9980
H -0.2841 6.3130 -1.4744
H 0.1181 1.7102 0.4642
H -0.2973 6.9439 2.0166
H -0.8838 6.2925 4.3907
H -1.0011 3.8987 5.0254
H -0.5448 2.0865 3.3245
*
```

As for the HOMO-LUMO gap: 4.33 eV. The calculation puts the energy relative to the best compared isomer or geometry (same formula, charge and spin) at 0.4 kcal/mol. The value obtained for the highest occupied orbital energy is -0.2583 Eh.

***

Please write out number 1 again, unchanged.
Molecular formula: C32H31N4O7PPdS2
Method: DFT, ωB97M-V/def2-TZVPD

```
! wB97M-V def2-TZVPD RIJCOSX def2/J DEFGRID3
* xyz -2 1
Pd -0.2866 -0.0285 0.1921
O 0.2068 -2.4459 0.3355
S -0.0819 -2.7839 -1.0597
O -0.4524 -4.1777 -1.2561
O -0.9534 -1.8447 -1.7398
C 1.5183 -2.5972 -1.8804
C 2.0313 -3.7282 -2.5070
C 3.2438 -3.6855 -3.1762
C 3.9606 -2.5003 -3.2195
C 3.4555 -1.3793 -2.5860
C 2.2366 -1.3947 -1.9079
P 1.6811 0.1488 -1.0126
C 3.1130 0.2560 0.1583
C 2.8618 -0.1764 1.4583
C 3.8743 -0.1794 2.4057
C 5.1468 0.2627 2.0754
C 5.4028 0.7126 0.7860
C 4.3927 0.7056 -0.1629
C 2.1338 1.4173 -2.2529
C 1.8834 1.2269 -3.6131
C 2.0348 2.2654 -4.5176
C 2.4372 3.5208 -4.0835
C 2.6747 3.7289 -2.7307
C 2.5126 2.6926 -1.8275
H 1.4457 -4.6336 -2.4557
H 3.6279 -4.5762 -3.6626
H 4.9111 -2.4481 -3.7365
H 4.0258 -0.4592 -2.6185
H 1.8474 -0.4753 1.7306
H 3.6536 -0.5046 3.4146
H 5.9318 0.2737 2.8219
H 6.3882 1.0756 0.5197
H 4.6061 1.0722 -1.1604
H 1.5505 0.2585 -3.9616
H 1.8274 2.0944 -5.5667
H 2.5527 4.3329 -4.7903
H 2.9733 4.7079 -2.3742
H 2.6822 2.8709 -0.7726
N -3.8684 0.9730 -2.3947
C -2.8115 1.6462 -1.7983
C -2.3869 1.2779 -0.5109
N -1.3109 1.8332 0.0641
C -0.7339 2.8305 -0.6623
C -1.2024 3.2069 -1.8849
N -2.2557 2.6200 -2.4951
H -4.4469 0.4336 -1.7723
H -4.3666 1.5291 -3.0710
H -2.9425 0.5643 0.0938
H 0.1240 3.3123 -0.2140
H -0.7261 4.0192 -2.4209
C -4.1171 5.6177 2.1446
C -3.0332 4.9891 2.9791
C -2.2208 3.9932 2.4510
C -1.2273 3.3946 3.2146
C -1.0512 3.8062 4.5288
C -1.8604 4.7900 5.0804
C -2.8413 5.3797 4.3026
S 0.2423 3.0843 5.5156
O -0.0967 3.3508 6.8931
O 1.4980 3.5449 4.9901
N 0.1604 1.5006 5.2538
C -1.0801 0.8213 5.6152
C -1.1737 -0.4416 4.7748
C -1.1301 -0.1043 3.2705
O -2.0956 -0.4148 2.5723
O -0.0770 0.4924 2.9027
H -4.0692 5.2641 1.1166
H -4.0276 6.7062 2.1367
H -5.1061 5.3722 2.5387
H -2.3624 3.6583 1.4325
H -0.6366 2.5942 2.7822
H -1.7132 5.0726 6.1122
H -3.4743 6.1496 4.7303
H 0.4110 1.2296 4.2739
H -1.9519 1.4606 5.4132
H -1.0660 0.6010 6.6856
H -2.1022 -0.9650 5.0023
H -0.3325 -1.0980 5.0099
*
```

As for the HOMO-LUMO gap (spin up / spin down): 4.96 / 4.96 eV. The calculation puts the energy relative to the best compared isomer or geometry (same formula, charge and spin) at 51.6 kcal/mol. The value obtained for the highest occupied orbital energy (spin up / spin down) is -0.0225 / -0.0225 Eh.

***

Which of these has the highest energy relative to the best compared isomer or geometry (same formula, charge and spin)?
C32H31N4O7PPdS2

***

Which formula does entry 2 have?
C32H32AgF6N4O3SeSi